DFT (ωB97M-V/def2-TZVPD) results for a single C6H8 molecule.

Results
**Energy relative to the best compared isomer or geometry (same formula, charge and spin)**: 3.6205 eV
**Molecular weight**: 80.1 g/mol
**E_LUMO**: 1.172 eV
**Multiplicity**: 1
**E**: -6347.163 eV
**Highest occupied orbital energy**: -8.884 eV

Geometry as XYZ:
```
14
Properties=species:S:1:pos:R:3:forces:R:3
C 1.881 -0.521 -0.671 -0.7 -0.7 -1.6
C 0.863 -0.846 0.122 1.2 0.2 0.3
C -0.467 -0.231 0.077 -1.0 3.0 0.8
C -0.326 1.216 1.149 2.2 -2.8 -3.4
C -1.240 -0.048 -1.195 -0.3 -1.1 2.5
C -1.839 -0.803 -0.290 2.0 1.1 -0.1
H 2.875 -0.954 -0.601 -0.1 0.2 0.4
H 1.653 -0.056 -1.643 0.2 0.2 0.5
H 1.153 -1.365 1.015 -0.2 -0.5 0.6
H 0.257 1.974 0.519 -0.6 -1.1 1.1
H 0.243 0.830 2.000 -0.2 0.6 0.0
H -1.277 1.582 1.342 -1.8 0.6 0.7
H -1.151 0.565 -2.048 -0.4 0.2 -1.0
H -2.624 -1.343 0.225 -0.1 0.1 -0.7
```
Positions in Å, forces in eV/Å.


DFT (ωB97M-V/def2-TZVPD) results for 2 unconnected molecules or ions with the total composition C6H8.

Results
**Energy relative to the best compared isomer or geometry (same formula, charge and spin)**: 4.5377 eV
**Molecular weight**: 80.1 g/mol
**E_LUMO (alpha / beta)**: 0.994 / -2.449 eV
**Multiplicity**: 3
**E**: -6342.435 eV
**Highest occupied orbital energy (alpha / beta)**: -4.895 / -9.570 eV

Geometry as XYZ:
```
14
Properties=species:S:1:pos:R:3:forces:R:3
C -0.499 0.142 1.270 0.4 0.3 0.0
C -1.293 0.827 0.704 -1.1 -0.1 -0.3
C 1.561 -0.990 -0.383 2.5 3.5 1.7
C 0.695 -1.815 -0.897 -5.0 -5.4 -0.7
C 2.453 -0.177 0.099 1.8 0.8 0.2
C -2.302 1.532 -0.063 -1.3 0.8 1.5
H 0.408 -0.250 1.604 0.5 -0.6 0.7
H 0.109 -2.473 -0.125 -0.2 2.0 -1.7
H 0.639 -2.188 -1.927 1.0 -0.7 0.4
H 3.446 -0.608 0.199 1.0 0.5 -1.2
H 2.463 0.898 0.357 -1.0 -0.8 1.2
H -2.094 1.343 -1.073 0.4 0.2 -1.6
H -2.222 2.636 0.188 -0.5 -1.3 -0.5
H -3.362 1.122 0.048 1.4 0.7 0.4
```
Positions in Å, forces in eV/Å.


DFT (ωB97M-V/def2-TZVPD) results for a molecular structure, C6H8AgLiO6.

Results
**Energy relative to the best compared isomer or geometry (same formula, charge and spin)**: 2.5259 eV
**Molecular weight**: 290.9 g/mol
**E_LUMO (alpha / beta)**: 2.123 / 2.320 eV
**Multiplicity**: 2
**E**: -22836.231 eV
**Net charge**: -1
**Highest occupied orbital energy (alpha / beta)**: -1.996 / -2.912 eV

Geometry as XYZ:
```
22
Properties=species:S:1:pos:R:3:forces:R:3
Li -0.307 1.997 1.809 0.1 -0.5 -0.5
O -0.828 0.467 0.669 -3.9 -0.4 -0.5
O 0.090 2.333 -0.165 0.3 0.8 0.4
C 1.360 2.685 -0.685 0.0 0.3 -0.1
C 2.105 1.349 -0.836 0.0 -0.3 -0.1
O 1.180 0.368 -0.412 0.5 0.7 -0.3
C -0.158 0.932 -0.488 -1.6 -1.8 -2.9
H 1.243 3.197 -1.651 0.0 -0.1 0.2
H 1.859 3.341 0.040 -0.1 0.0 -0.2
H 2.986 1.303 -0.182 -0.1 0.0 -0.2
H 2.396 1.157 -1.878 0.0 0.1 0.2
Ag 1.022 -0.489 1.744 0.9 1.3 2.1
O 0.616 -2.256 0.857 -0.6 -2.2 -0.9
O -0.825 0.621 -1.536 2.6 2.1 -0.1
C -2.161 -0.268 -0.022 -0.4 1.2 4.0
C -1.932 -1.744 0.268 0.2 -0.3 -1.6
O -1.044 -2.446 -0.602 -1.1 0.2 0.0
C 0.237 -2.778 -0.221 1.0 -0.1 0.3
H -3.095 -0.143 0.562 0.6 0.1 2.3
H -2.618 0.512 -0.645 1.4 -1.4 -1.9
H -2.902 -2.254 0.193 0.0 0.1 -0.2
H -1.612 -1.858 1.311 0.0 0.4 -0.2
```
Positions in Å, forces in eV/Å.


DFT (ωB97M-V/def2-TZVPD) results for a molecular structure, C6H8BF2N2O5PS.

Results
**Molecular weight**: 300.0 g/mol
**E_LUMO**: -2.084 eV
**Multiplicity**: 1
**E**: -45807.982 eV
**Highest occupied orbital energy**: -8.523 eV

Geometry as XYZ:
```
26
Properties=species:S:1:pos:R:3:forces:R:3
C -0.223 2.940 0.194 -0.7 -0.2 -0.1
C -0.200 1.445 0.424 0.7 -0.6 0.8
O 0.338 0.932 1.343 -0.1 0.2 -0.1
N -0.895 0.525 -0.558 0.0 1.8 -0.9
C -2.322 0.908 -0.760 -0.2 -0.2 -0.6
P -0.064 0.335 -1.967 0.3 -0.8 1.2
N 1.387 1.188 -1.981 -0.5 -0.4 -0.6
C 1.473 2.036 -2.867 -0.5 0.7 0.1
S 1.369 3.193 -3.892 0.5 -0.4 0.2
H -1.220 3.254 -0.123 0.1 0.1 0.0
H 0.499 3.249 -0.561 0.0 -0.2 -0.1
H 0.033 3.430 1.128 0.0 -0.1 0.0
H -2.714 1.454 0.094 0.2 -0.1 0.1
H -2.928 0.015 -0.905 0.1 -0.1 0.2
H -2.439 1.533 -1.653 -0.1 0.1 0.1
H 0.235 -1.013 -2.179 0.0 0.1 0.0
H -0.842 0.818 -3.038 0.1 -0.1 0.1
B 0.243 -2.281 1.196 -0.4 0.1 0.1
O 0.568 -3.720 1.092 0.1 0.2 0.2
C 1.374 -4.051 2.094 -0.1 -0.6 -0.4
O 1.821 -5.142 2.299 0.0 0.1 0.1
C 1.631 -2.795 2.934 0.1 0.6 0.4
O 2.317 -2.730 3.914 0.0 -0.1 -0.1
O 0.966 -1.785 2.387 0.1 -0.3 -0.2
F -1.131 -2.091 1.331 0.1 0.1 -0.2
F 0.689 -1.608 0.027 0.2 0.0 -0.3
```
Positions in Å, forces in eV/Å.


DFT (ωB97M-V/def2-TZVPD) results for a molecular structure, C6H8Br12Cl4.

Results
**Molecular weight**: 1180.8 g/mol
**E_LUMO**: -0.729 eV
**Multiplicity**: 1
**E**: -896948.516 eV
**Highest occupied orbital energy**: -10.429 eV

Geometry as XYZ:
```
30
Properties=species:S:1:pos:R:3:forces:R:3
C 3.600 1.563 6.807 0.0 0.4 0.1
Cl 2.261 2.384 6.022 -0.7 -0.2 -0.3
Cl 4.953 2.698 6.774 0.5 -0.3 0.2
H 3.317 1.390 7.846 0.2 -0.1 -0.2
H 3.833 0.649 6.262 0.1 0.2 0.2
C 4.465 1.716 0.310 0.9 -0.5 0.3
Cl 5.231 3.304 0.362 -0.3 0.2 -0.2
Cl 5.614 0.544 1.044 -0.3 -0.1 0.0
H 3.567 1.701 0.927 0.1 0.1 -0.4
H 4.359 1.393 -0.726 -0.3 0.3 0.3
C -0.305 -6.946 -0.129 -0.7 -0.1 -0.2
Br -1.922 -6.993 1.136 1.7 0.0 -1.2
Br -0.881 -7.031 -2.010 0.0 -0.1 0.8
Br 1.043 -8.306 0.234 -0.7 0.5 0.1
H 0.172 -5.968 -0.083 -0.3 -0.3 0.5
C -6.591 -2.068 -3.905 0.1 -0.8 -0.7
Br -7.843 -2.131 -5.479 1.0 0.2 1.1
Br -4.750 -1.472 -4.398 -1.4 -0.4 0.3
Br -6.537 -3.875 -3.063 0.0 1.2 -0.5
H -7.018 -1.370 -3.185 0.2 -0.2 -0.2
C 1.491 4.835 -4.399 -0.5 1.1 -0.9
Br 0.287 4.130 -5.867 1.2 0.4 1.2
Br 0.899 6.772 -4.080 0.7 -1.7 -0.1
Br 3.422 4.744 -4.788 -1.3 0.0 0.1
H 1.313 4.265 -3.487 -0.1 0.2 -0.3
C -2.797 0.877 1.663 0.2 0.0 -0.2
Br -2.547 2.096 0.084 -0.2 -1.1 0.9
Br -1.372 -0.489 1.862 -0.8 0.9 -0.3
Br -4.569 0.023 1.762 1.0 0.6 -0.2
H -2.694 1.563 2.504 -0.1 -0.4 -0.1
```
Positions in Å, forces in eV/Å.


DFT (ωB97M-V/def2-TZVPD) results for 2 unconnected molecules or ions with the total composition C6H8BrNO.

Results
**Energy relative to the best compared isomer or geometry (same formula, charge and spin)**: 1.3589 eV
**Molecular weight**: 190.0 g/mol
**E_LUMO**: 0.357 eV
**Multiplicity**: 1
**E**: -79928.772 eV
**Highest occupied orbital energy**: -9.110 eV

Geometry as XYZ:
```
17
Properties=species:S:1:pos:R:3:forces:R:3
Br -3.675 1.644 0.830 -0.1 0.1 0.1
C -1.947 1.462 0.044 0.0 0.1 -1.1
N -1.736 2.086 -1.046 0.1 -1.2 2.2
C -0.402 1.875 -1.611 0.3 2.8 -0.4
C 0.690 1.113 -0.816 3.0 1.6 -0.4
C 0.176 0.330 0.318 -1.3 0.1 0.9
C -1.082 0.467 0.750 0.8 2.8 -3.1
H -0.112 3.038 -1.761 -0.1 -2.9 -0.3
H -0.639 1.377 -2.556 0.6 0.3 -0.2
H 1.595 1.863 -0.464 -2.4 -1.6 -0.5
H 1.303 0.448 -1.489 -0.9 0.5 0.4
H 0.779 -0.366 0.865 0.6 -0.2 0.0
H -1.550 -0.070 1.472 -0.8 -0.9 1.8
C -0.688 -2.519 1.356 0.8 -0.3 -2.0
O -1.034 -1.690 2.130 -0.4 -1.0 1.5
H 0.211 -2.331 0.734 0.3 -0.3 0.3
H -1.224 -3.420 0.988 -0.4 0.1 0.8
```
Positions in Å, forces in eV/Å.


DFT (ωB97M-V/def2-TZVPD) results for a single C6H8Cl2 molecule.

Results
**Energy relative to the best compared isomer or geometry (same formula, charge and spin)**: 0.2801 eV
**Molecular weight**: 151.0 g/mol
**E_LUMO**: 0.896 eV
**Multiplicity**: 1
**E**: -31395.349 eV
**Highest occupied orbital energy**: -9.340 eV

Geometry as XYZ:
```
16
Properties=species:S:1:pos:R:3:forces:R:3
C -0.865 0.806 -1.679 1.2 -1.5 1.2
C -0.940 -0.476 -1.281 -0.7 1.1 -1.1
C 0.071 -1.300 -0.554 0.3 1.0 0.3
Cl -0.817 -2.267 0.645 -0.3 -0.6 0.5
C 1.196 -0.563 0.147 0.8 0.4 0.3
Cl 2.813 -1.036 -0.455 -0.7 0.1 0.4
C 1.122 0.320 1.156 0.6 -0.8 -0.8
C -0.126 0.953 1.599 -1.8 0.7 -0.8
H -1.672 1.193 -2.250 -0.4 0.5 -0.3
H 0.007 1.419 -1.395 -0.6 -0.2 -0.4
H -1.849 -1.027 -1.560 0.4 0.1 0.1
H 0.507 -2.010 -1.234 0.1 -0.3 -0.2
H 2.025 0.569 1.713 0.0 0.1 -0.5
H -0.116 2.070 1.502 0.2 -0.9 -0.1
H -0.355 0.775 2.627 0.1 -0.3 0.9
H -1.002 0.574 1.019 0.7 0.5 0.5
```
Positions in Å, forces in eV/Å.